[1]
Density functional theory data (ωB97M-V/def2-TZVPD) for a molecular structure, C33H25ClCrN4O4S3.

```
71
Properties=species:S:1:pos:R:3
Cr -0.957 -0.269 -0.214
C -2.252 -0.875 3.889
C -2.060 0.376 4.459
C -1.544 1.398 3.689
C -1.225 1.141 2.361
N -1.405 -0.069 1.829
C -1.912 -1.056 2.565
C -0.686 2.159 1.434
C -0.425 3.462 1.802
C 0.054 4.343 0.840
C 0.279 3.892 -0.441
C 0.009 2.562 -0.737
N -0.467 1.722 0.180
H -2.657 -1.701 4.456
H -2.320 0.555 5.495
H -1.412 2.387 4.100
H -2.038 -2.002 2.056
H -0.605 3.796 2.812
H 0.243 5.377 1.100
H 0.629 4.547 -1.224
H 0.167 2.166 -1.725
O 1.090 -1.259 2.253
S 2.004 -0.893 1.200
O 2.932 0.180 1.474
N 1.148 -0.655 -0.129
C 1.797 -0.401 -1.335
C 3.154 -0.304 -1.564
C 3.657 -0.142 -2.871
C 2.831 -0.063 -3.954
C 1.432 -0.111 -3.757
C 0.492 0.008 -4.809
C -0.839 0.006 -4.535
C -1.267 -0.095 -3.197
N -0.419 -0.241 -2.204
C 0.925 -0.259 -2.458
C 3.012 -2.333 0.885
C 2.639 -3.270 -0.067
C 3.420 -4.404 -0.242
C 4.560 -4.594 0.526
C 4.930 -3.644 1.470
C 4.158 -2.506 1.648
H 3.850 -0.340 -0.740
H 4.731 -0.085 -3.004
H 3.223 0.051 -4.957
H 0.854 0.111 -5.826
H -1.582 0.121 -5.311
H -2.313 -0.038 -2.931
H 1.762 -3.108 -0.680
H 3.137 -5.135 -0.989
H 5.168 -5.480 0.385
H 5.824 -3.787 2.064
H 4.437 -1.744 2.365
S -3.217 0.234 -0.604
C -3.439 1.927 -0.117
C -3.970 2.158 1.153
C -4.147 3.437 1.658
C -3.804 4.520 0.854
C -3.302 4.309 -0.416
C -3.097 3.021 -0.956
S -2.447 2.856 -2.558
H -4.236 1.294 1.754
H -4.561 3.584 2.649
H -3.935 5.535 1.217
H -3.048 5.152 -1.047
Cl -2.415 -4.623 1.167
C -0.968 -4.478 0.127
C -0.875 -3.185 -0.687
O -0.218 -3.235 -1.717
O -1.433 -2.162 -0.159
H -0.952 -5.330 -0.544
H -0.100 -4.514 0.786
```

## Properties
Energy relative to the best compared isomer or geometry (same formula, charge and spin) ... 0.0 kcal/mol
HOMO energy (alpha / beta) ... -3.5710 / -3.5429 eV
Charge ... -1
E_tot ... -4492.00880 Eh
Spin multiplicity ... 4
LUMO (alpha / beta) ... 2.19 / 2.05 eV
Orbital gap (alpha / beta) ... 5.760 / 5.593 eV

---

[2]
Density functional theory data (ωB97M-V/def2-TZVPD) for a molecular structure, C41H37N10O3RuS2 in a non-equilibrium geometry.

```
94
Properties=species:S:1:pos:R:3
Ru -0.447 1.218 0.842
C -0.769 3.706 4.929
C -0.575 2.269 4.621
N -0.317 2.886 1.852
C -1.354 3.653 1.869
C -1.836 4.453 2.942
N -1.352 4.529 4.161
C -2.178 3.519 0.646
C -3.065 4.411 0.086
C -3.661 4.117 -1.158
C -3.256 2.954 -1.809
C -2.285 2.126 -1.232
N -1.850 2.368 0.031
C -1.420 1.185 -1.892
C -1.447 0.824 -3.246
N -0.415 0.285 -3.843
C 0.719 0.154 -3.146
C 0.756 0.378 -1.787
N -0.326 0.814 -1.125
C -4.601 5.089 -1.749
C -4.882 5.120 -3.118
C -5.732 6.101 -3.614
N -6.259 7.011 -2.832
C -6.033 7.014 -1.541
C -5.223 6.056 -0.949
H -0.303 4.102 5.824
H 0.448 2.119 4.264
H -2.688 5.092 2.763
H -3.239 5.356 0.567
H -3.647 2.693 -2.777
H -2.329 0.978 -3.850
H 1.600 -0.152 -3.686
H 1.641 0.152 -1.206
H -4.434 4.425 -3.807
H -5.987 6.157 -4.663
H -6.507 7.799 -0.967
H -5.096 6.087 0.119
C 6.909 -2.728 3.759
C 5.558 -2.406 3.215
C 5.296 -1.195 2.573
C 4.037 -0.911 2.069
C 3.029 -1.843 2.230
C 3.254 -3.050 2.871
C 4.518 -3.323 3.359
S 1.419 -1.610 1.513
O 0.523 -2.589 2.052
O 1.548 -1.517 0.077
N 0.778 -0.118 1.898
C 0.054 0.006 3.023
C 0.363 -0.563 4.311
C -0.307 -0.136 5.399
C -1.143 1.056 5.318
C -1.585 1.427 3.886
N -1.058 0.703 2.812
H 7.666 -2.054 3.374
H 7.190 -3.751 3.523
H 6.890 -2.644 4.845
H 6.088 -0.470 2.460
H 3.830 0.019 1.558
H 2.440 -3.753 2.966
H 4.702 -4.263 3.857
H 1.070 -1.375 4.343
H -0.217 -0.638 6.350
H -1.854 1.215 6.117
H -2.593 1.794 3.731
C -0.776 -3.440 -4.919
C -2.231 -3.566 -4.479
C -2.429 -4.005 -3.026
N -2.222 -2.940 -2.050
C -1.153 -2.797 -1.264
S -1.374 -1.928 0.192
N 0.017 -3.280 -1.694
C 1.177 -3.702 -0.931
O 1.024 -4.317 0.082
C 2.463 -3.313 -1.531
C 2.585 -2.610 -2.730
C 3.812 -2.096 -3.110
C 4.924 -2.272 -2.302
C 4.823 -3.019 -1.140
C 3.605 -3.547 -0.761
H -0.741 -3.249 -5.988
H -0.229 -4.365 -4.735
H -0.282 -2.601 -4.431
H -2.716 -4.315 -5.105
H -2.745 -2.617 -4.631
H -1.782 -4.854 -2.787
H -3.463 -4.332 -2.905
H -3.053 -2.458 -1.744
H 0.021 -3.594 -2.661
H 1.728 -2.439 -3.363
H 3.904 -1.548 -4.036
H 5.867 -1.829 -2.582
H 5.693 -3.184 -0.525
H 3.501 -4.113 0.151
```

## Properties
Energy relative to the best compared isomer or geometry (same formula, charge and spin) ... 149.4 kcal/mol
HOMO energy (alpha / beta) ... -12.0115 / -13.5888 eV
Charge ... +2
E_tot ... -3248.41072 Eh
Spin multiplicity ... 6
LUMO (alpha / beta) ... -6.21 / -8.15 eV
Orbital gap (alpha / beta) ... 5.799 / 5.440 eV

---

[3]
Density functional theory data (ωB97M-V/def2-TZVPD) for a single C36H46N2O4 molecule in a non-equilibrium geometry.

```
88
Properties=species:S:1:pos:R:3
C 4.060 0.893 -0.931
C 2.774 0.426 -1.592
C 2.293 -0.987 -1.225
C 1.304 -1.579 -2.246
C -0.133 -1.986 -1.839
C -0.794 -2.409 -3.184
O -2.019 -2.440 -3.426
O 0.015 -2.587 -4.222
C -0.660 -2.533 -5.542
C 0.403 -2.867 -6.553
C -0.091 -3.239 -0.921
O -0.859 -4.164 -1.056
O 0.875 -3.196 0.034
C 0.745 -3.845 1.367
C 2.148 -3.798 1.926
H 4.115 1.981 -1.006
H 4.105 0.615 0.124
H 4.936 0.485 -1.442
H 1.982 1.132 -1.320
H 2.869 0.485 -2.683
H 3.171 -1.651 -1.217
H 1.857 -1.020 -0.223
H 1.222 -0.875 -3.093
H 1.767 -2.515 -2.639
H -1.488 -3.246 -5.566
H -1.034 -1.513 -5.675
H -0.011 -2.829 -7.563
H 1.237 -2.163 -6.517
H 0.780 -3.881 -6.392
H 0.047 -3.251 1.976
H 0.363 -4.867 1.249
H 2.190 -4.201 2.940
H 2.821 -4.389 1.295
H 2.507 -2.763 1.957
C 1.623 1.248 7.058
N 0.669 0.338 6.457
C 0.082 -0.656 7.333
C 0.318 0.438 5.142
C -0.609 -0.472 4.561
C -0.858 -0.438 3.191
C -0.261 0.536 2.360
C -0.477 0.531 0.884
C -0.563 -0.685 0.259
C -0.961 -1.001 -1.147
C -2.398 -1.545 -1.147
C -3.153 -1.250 -2.310
C -4.446 -1.814 -2.451
C -4.869 -2.727 -1.494
C -4.110 -3.020 -0.355
C -2.847 -2.407 -0.182
C -0.529 1.839 0.185
C -0.125 1.998 -1.155
C -0.011 3.246 -1.746
C -0.409 4.405 -1.045
N -0.208 5.625 -1.603
C -0.637 6.837 -0.947
C 0.489 5.750 -2.865
C -0.989 4.254 0.244
C -0.998 3.004 0.841
C 0.595 1.480 2.962
C 0.900 1.438 4.316
H 1.253 2.284 7.055
H 1.787 0.933 8.094
H 2.586 1.230 6.528
H 0.213 -1.672 6.933
H 0.588 -0.592 8.305
H -0.996 -0.484 7.484
H -1.122 -1.211 5.181
H -1.568 -1.143 2.754
H -0.369 -1.552 0.891
H -1.023 -0.086 -1.742
H -2.838 -0.432 -2.958
H -5.003 -1.564 -3.358
H -5.833 -3.212 -1.641
H -4.415 -3.763 0.382
H -2.206 -2.666 0.670
H 0.170 1.141 -1.761
H 0.423 3.322 -2.745
H -1.727 6.835 -0.782
H -0.156 6.953 0.038
H -0.369 7.687 -1.583
H 1.520 5.364 -2.791
H -0.022 5.176 -3.655
H 0.521 6.806 -3.152
H -1.371 5.129 0.775
H -1.408 2.916 1.848
H 1.048 2.260 2.350
H 1.599 2.161 4.737
```

## Properties
Energy relative to the best compared isomer or geometry (same formula, charge and spin) ... 71.1 kcal/mol
HOMO energy ... -6.8516 eV
E_tot ... -1809.75952 Eh
LUMO ... 0.64 eV
Orbital gap ... 7.488 eV

---

[4]
Density functional theory data (ωB97M-V/def2-TZVPD) for a single C4H7NO3 molecule in a non-equilibrium geometry.

```
15
Properties=species:S:1:pos:R:3
C -0.725 -1.283 -0.798
C 1.345 0.013 -0.153
N -0.073 -0.183 0.052
C -0.906 0.593 0.743
C -0.286 1.799 1.590
O -0.428 -1.168 -2.146
O -2.103 0.429 0.861
O 0.809 1.903 2.063
H 0.496 -1.401 -2.303
H -1.068 2.557 1.795
H -0.398 -2.247 -0.381
H -1.806 -1.173 -0.699
H 1.837 -0.961 -0.139
H 1.533 0.495 -1.117
H 1.775 0.626 0.632
```

## Properties
Energy relative to the best compared isomer or geometry (same formula, charge and spin) ... 47.9 kcal/mol
HOMO energy ... -9.6430 eV
E_tot ... -437.06709 Eh
LUMO ... 0.27 eV
Orbital gap ... 9.908 eV

---

[5]
Density functional theory data (ωB97M-V/def2-TZVPD) for a single C4H5NO2 molecule.

```
12
Properties=species:S:1:pos:R:3
O 1.442 0.615 -1.673
C 1.312 -0.204 -0.794
C 0.694 0.230 0.519
C -0.404 1.176 0.371
N -0.637 -0.163 0.996
C -1.267 -1.106 0.147
O -0.826 -1.473 -0.917
H 1.713 -1.223 -0.894
H 1.391 0.340 1.350
H -0.796 1.276 -0.638
H -0.433 2.074 0.976
H -2.188 -1.542 0.557
```

## Properties
Energy relative to the best compared isomer or geometry (same formula, charge and spin) ... 54.1 kcal/mol
HOMO energy ... -9.8422 eV
E_tot ... -360.58326 Eh
LUMO ... 0.71 eV
Orbital gap ... 10.554 eV

---

[6]
Density functional theory data (ωB97M-V/def2-TZVPD) for 2 unconnected molecules or ions with the total composition C5H14S in a non-equilibrium geometry.

```
20
Properties=species:S:1:pos:R:3
C 0.375 -0.710 1.859
C -0.245 0.359 2.692
C -1.814 -0.238 -0.246
S -1.035 -1.467 0.802
H 1.233 -0.430 1.247
H 0.819 -1.596 2.365
H -1.368 0.079 2.886
H -0.051 1.376 2.215
H -1.703 -0.291 -1.357
H -2.889 -0.406 -0.305
H -1.473 0.695 0.037
H 0.373 0.332 3.621
C 1.374 2.165 -2.856
C 2.167 0.855 -2.605
H 0.818 1.977 -3.724
H 0.771 2.598 -2.105
H 2.216 2.931 -3.237
H 1.542 0.400 -1.829
H 3.236 0.983 -2.232
H 1.892 0.242 -3.480
```

## Properties
Energy relative to the best compared isomer or geometry (same formula, charge and spin) ... 47.0 kcal/mol
HOMO energy ... -8.3469 eV
E_tot ... -597.00240 Eh
LUMO ... 0.85 eV
Orbital gap ... 9.200 eV